{"formula": "C17H34Br3F3N4O6", "method": "the ωB97M-V functional and the def2-TZVPD basis", "elements": ["C", "C", "O", "N", "C", "H", "H", "H", "H", "H", "H", "H", "C", "C", "O", "N", "C", "H", "H", "H", "H", "H", "H", "H", "C", "C", "O", "N", "C", "H", "H", "H", "H", "H", "H", "H", "C", "C", "O", "N", "C", "H", "H", "H", "H", "H", "H", "H", "C", "C", "O", "C", "O", "C", "F", "F", "F", "H", "H", "H", "H", "H", "C", "Br", "Br", "Br", "H"], "coordinates": [[20.76, 29.70, -16.85], [21.94, 28.75, -16.81], [22.61, 28.64, -17.81], [22.19, 27.95, -15.67], [23.29, 27.06, -15.60], [20.14, 29.09, -17.50], [20.99, 30.69, -17.23], [20.16, 29.76, -15.94], [21.60, 28.03, -14.85], [24.10, 27.58, -15.08], [23.67, 26.87, -16.60], [22.97, 26.17, -15.06], [25.64, 11.75, -9.57], [27.03, 11.84, -10.28], [27.79, 10.89, -10.32], [27.37, 12.91, -10.97], [28.64, 13.12, -11.72], [25.44, 12.64, -8.97], [25.64, 10.98, -8.80], [24.88, 11.38, -10.25], [26.59, 13.50, -11.21], [28.60, 13.99, -12.38], [28.89, 12.21, -12.27], [29.44, 13.36, -11.03], [21.24, 22.57, -11.46], [20.12, 23.44, -11.03], [20.20, 24.61, -11.25], [19.01, 22.83, -10.52], [17.80, 23.67, -10.09], [21.24, 21.63, -10.91], [22.12, 23.10, -11.11], [21.33, 22.40, -12.53], [19.24, 22.03, -9.96], [18.15, 24.07, -9.14], [16.89, 23.09, -9.96], [17.69, 24.55, -10.72], [22.64, 16.82, -9.20], [23.89, 17.36, -9.87], [24.56, 16.74, -10.70], [24.40, 18.37, -9.20], [25.84, 18.79, -9.24], [22.86, 16.33, -8.25], [22.20, 16.10, -9.89], [21.87, 17.56, -9.01], [23.82, 18.63, -8.42], [25.83, 19.88, -9.17], [26.48, 18.56, -10.09], [26.41, 18.47, -8.36], [24.83, 18.73, -25.64], [23.49, 19.30, -25.41], [22.60, 19.02, -26.46], [21.41, 19.63, -26.49], [21.11, 20.54, -25.71], [20.60, 19.37, -27.81], [19.82, 20.41, -28.19], [21.44, 19.05, -28.75], [19.90, 18.25, -27.61], [25.60, 19.18, -25.01], [25.08, 18.86, -26.69], [24.94, 17.65, -25.63], [23.55, 20.39, -25.34], [23.18, 18.82, -24.49], [25.74, 18.78, -16.55], [25.82, 20.59, -15.86], [27.59, 17.96, -16.48], [25.02, 18.53, -18.42], [25.08, 18.15, -15.95]], "mulliken_charge": [-0.954, 0.643, -0.599, -0.175, -0.806, 0.255, 0.269, 0.312, 0.210, 0.268, 0.305, 0.273, -1.067, 0.677, -0.634, -0.180, -0.820, 0.314, 0.324, 0.289, 0.236, 0.328, 0.283, 0.251, -0.841, 0.587, -0.610, -0.272, -0.742, 0.271, 0.269, 0.225, 0.259, 0.292, 0.268, 0.293, -1.177, 0.778, -0.675, -0.213, -0.869, 0.295, 0.322, 0.379, 0.214, 0.316, 0.318, 0.310, -1.240, -0.096, -0.243, 0.358, -0.536, 0.874, -0.221, -0.233, -0.248, 0.339, 0.343, 0.335, 0.325, 0.244, -0.316, 0.020, -0.036, -0.021, 0.353], "total_energy_ha": -9360.22200, "lumo_energy_ev": -0.57, "e_above_lowest_kcal_mol": 69.4, "orbital_gap_ev": 8.70}

=====

{"formula": "C15H44N5O4P", "method": "the ωB97M-V functional and the def2-TZVPD basis", "elements": ["C", "O", "C", "C", "N", "P", "N", "H", "H", "H", "H", "H", "H", "H", "H", "H", "H", "H", "C", "C", "C", "O", "C", "N", "H", "H", "H", "H", "H", "H", "H", "H", "H", "H", "H", "C", "C", "C", "O", "C", "N", "H", "H", "H", "H", "H", "H", "H", "H", "H", "H", "H", "C", "C", "C", "O", "C", "N", "H", "H", "H", "H", "H", "H", "H", "H", "H", "H", "H"], "coordinates": [[-3.07, -1.95, 2.77], [-2.40, -3.01, 3.42], [-1.39, -3.62, 2.65], [-0.12, -2.77, 2.57], [1.08, -3.62, 2.53], [2.41, -2.98, 1.75], [3.22, -1.84, 2.40], [-4.12, -1.96, 3.07], [-3.04, -2.07, 1.68], [-2.63, -0.99, 3.04], [-1.77, -3.83, 1.65], [-1.16, -4.57, 3.13], [-0.13, -2.16, 1.67], [-0.11, -2.09, 3.42], [1.33, -3.94, 3.46], [3.11, -4.19, 1.55], [1.87, -2.70, 0.48], [3.24, -1.00, 1.83], [4.34, 0.25, -1.65], [3.91, 1.30, -0.63], [4.58, 2.66, -0.81], [5.93, 2.72, -0.38], [6.89, 2.24, -1.30], [4.09, 0.76, 0.72], [5.32, -0.16, -1.41], [3.64, -0.59, -1.64], [4.37, 0.66, -2.66], [2.84, 1.47, -0.77], [4.05, 3.39, -0.20], [4.50, 3.00, -1.86], [6.59, 2.47, -2.33], [7.04, 1.16, -1.21], [7.83, 2.74, -1.09], [3.70, 1.40, 1.40], [5.09, 0.74, 0.92], [1.59, 7.15, -4.09], [0.91, 6.20, -3.11], [1.58, 6.11, -1.74], [2.78, 5.36, -1.72], [3.94, 6.05, -2.13], [0.75, 4.89, -3.75], [2.49, 6.70, -4.51], [0.92, 7.38, -4.92], [1.87, 8.09, -3.60], [-0.10, 6.58, -2.93], [0.90, 5.58, -1.06], [1.76, 7.11, -1.33], [3.91, 7.10, -1.84], [4.09, 5.98, -3.21], [4.80, 5.58, -1.64], [0.18, 4.28, -3.17], [1.66, 4.44, -3.79], [-7.24, -6.22, 0.53], [-7.59, -4.74, 0.42], [-6.40, -3.80, 0.67], [-6.03, -3.66, 2.03], [-5.17, -4.67, 2.53], [-8.73, -4.45, 1.28], [-7.15, -6.53, 1.58], [-8.02, -6.82, 0.08], [-6.29, -6.44, 0.03], [-7.90, -4.55, -0.61], [-6.69, -2.79, 0.35], [-5.53, -4.09, 0.07], [-4.47, -5.01, 1.76], [-5.74, -5.53, 2.91], [-4.61, -4.25, 3.35], [-9.06, -3.50, 1.12], [-8.41, -4.46, 2.25]], "mulliken_charge": [-0.715, -0.409, -0.499, -0.520, -0.243, 0.229, -0.705, 0.238, 0.341, 0.300, 0.288, 0.309, 0.381, 0.229, 0.315, 0.059, 0.057, 0.396, -1.507, 0.135, -0.284, -0.425, -0.676, -0.509, 0.321, 0.329, 0.356, 0.317, 0.218, 0.329, 0.303, 0.238, 0.275, 0.293, 0.226, -1.401, 0.380, -0.799, -0.228, -0.766, -0.719, 0.282, 0.351, 0.344, 0.400, 0.324, 0.395, 0.365, 0.269, 0.246, 0.270, 0.294, -1.397, 0.373, -0.679, -0.403, -0.662, -0.739, 0.280, 0.345, 0.345, 0.401, 0.341, 0.379, 0.286, 0.253, 0.290, 0.273, 0.320], "total_energy_ha": -1513.88797, "lumo_energy_ev": 0.67, "orbital_gap_ev": 9.20, "smiles": "COC[C@@H](C)N.COC[C@@H](C)N.COC[C@@H](C)N.COCCN[PH2]=N"}

=====

{"formula": "C5H9NO", "method": "the ωB97M-V functional and the def2-TZVPD basis", "elements": ["C", "C", "C", "C", "C", "N", "O", "H", "H", "H", "H", "H", "H", "H", "H", "H"], "coordinates": [[0.58, 1.10, 1.08], [-2.03, 0.49, -0.55], [1.91, -0.44, -0.12], [-0.87, -0.46, -0.72], [0.48, -0.12, 0.46], [-0.33, -1.18, 0.84], [-0.66, -1.07, -1.74], [0.03, -2.05, 0.46], [1.08, 1.94, 0.63], [0.09, 1.27, 2.03], [-2.87, 0.14, -1.15], [-2.30, 0.57, 0.50], [-1.74, 1.48, -0.91], [2.45, 0.43, -0.47], [1.71, -1.09, -0.97], [2.49, -0.99, 0.62]], "mulliken_charge": [-0.990, -1.097, -1.220, 0.697, 0.950, -0.745, -0.522, 0.318, 0.281, 0.328, 0.344, 0.368, 0.277, 0.397, 0.322, 0.293], "total_energy_ha": -325.78500, "lumo_energy_ev": [-0.42, -0.42], "e_above_lowest_kcal_mol": 95.7, "orbital_gap_ev": [7.89, 7.89]}

=====

{"formula": "C15H10F3N5O7S", "method": "the ωB97M-V functional and the def2-TZVPD basis", "elements": ["O", "S", "O", "C", "F", "F", "F", "C", "C", "C", "N", "O", "O", "N", "C", "C", "N", "O", "O", "C", "H", "H", "C", "O", "C", "C", "C", "C", "C", "C", "N", "C", "N", "H", "H", "H", "H", "H", "H", "H", "H"], "coordinates": [[2.49, -2.96, -0.62], [2.26, -1.65, -1.31], [2.53, -0.30, -0.71], [2.70, -1.68, -3.11], [4.03, -1.71, -3.22], [2.14, -2.78, -3.63], [2.17, -0.58, -3.65], [0.49, -1.63, -1.62], [-0.15, -0.43, -1.73], [-1.51, -0.44, -2.03], [-2.49, 0.50, -2.25], [-2.26, 1.74, -2.20], [-3.69, -0.03, -2.53], [-3.50, -1.33, -2.50], [-2.22, -1.62, -2.21], [-1.54, -2.87, -2.06], [-2.20, -4.14, -2.24], [-3.42, -4.16, -2.45], [-1.51, -5.17, -2.17], [-0.20, -2.83, -1.78], [0.38, 0.51, -1.57], [0.34, -3.77, -1.67], [1.43, 4.76, 1.12], [1.33, 4.39, 2.47], [0.78, 3.11, 2.68], [0.40, 2.25, 1.67], [-0.14, 0.99, 2.00], [-0.29, 0.62, 3.36], [0.10, 1.50, 4.38], [0.63, 2.71, 4.04], [-0.84, -0.64, 3.34], [-0.99, -0.97, 2.01], [-0.59, -0.02, 1.20], [1.83, 5.78, 1.08], [2.10, 4.09, 0.60], [0.44, 4.75, 0.66], [0.51, 2.51, 0.64], [-0.02, 1.20, 5.41], [0.94, 3.40, 4.80], [-1.06, -1.20, 4.16], [-1.40, -1.90, 1.66]], "mulliken_charge": [-0.629, 1.021, -0.580, 0.730, -0.192, -0.193, -0.195, 0.411, -0.728, 0.393, 0.892, -0.732, -0.129, -0.570, 1.087, -1.094, 0.979, -0.558, -0.614, -0.523, 0.581, 0.625, -0.722, -0.461, 0.771, 0.168, -0.573, 0.187, -0.972, -0.495, -0.087, -0.477, -0.137, 0.232, 0.298, 0.309, 0.481, 0.368, 0.436, 0.218, 0.475], "total_energy_ha": -2075.54075, "lumo_energy_ev": -2.18, "orbital_gap_ev": 6.23}

=====

{"formula": "H22O11", "method": "the ωB97M-V functional and the def2-TZVPD basis", "elements": ["H", "H", "H", "H", "H", "H", "H", "H", "H", "H", "H", "H", "H", "H", "H", "H", "H", "H", "H", "H", "H", "H", "O", "O", "O", "O", "O", "O", "O", "O", "O", "O", "O"], "coordinates": [[0.69, 0.00, 0.25], [-0.78, 0.05, -0.10], [-3.60, -1.08, -2.67], [-3.88, -0.12, -3.82], [1.49, -0.54, 3.64], [2.07, -1.52, 2.64], [-3.87, -0.44, 1.21], [-4.41, 0.92, 0.81], [-0.36, -1.96, -0.70], [-1.17, -2.71, -1.74], [3.86, -4.77, 0.23], [3.03, -3.51, 0.41], [-1.80, 2.87, -0.20], [-0.87, 2.52, -1.35], [-3.67, -1.23, 3.09], [-4.76, -0.25, 3.52], [5.97, -0.81, -0.16], [4.68, -1.55, -0.45], [2.37, 4.35, 0.85], [2.35, 4.94, 2.25], [1.61, 1.89, -2.82], [2.90, 2.33, -2.13], [-0.03, 0.62, 0.12], [-3.58, -1.02, -3.63], [2.17, -1.21, 3.55], [-4.59, -0.02, 0.73], [-1.26, -2.09, -1.01], [3.43, -4.06, -0.26], [-1.65, 2.20, -0.88], [-4.55, -0.91, 2.84], [5.48, -1.21, -0.88], [2.38, 5.19, 1.32], [1.97, 2.58, -2.25]], "mulliken_charge": [0.243, 0.325, 0.329, 0.309, 0.335, 0.279, 0.323, 0.284, 0.251, 0.310, 0.328, 0.297, 0.302, 0.298, 0.317, 0.321, 0.321, 0.301, 0.311, 0.320, 0.306, 0.300, -0.518, -0.643, -0.613, -0.603, -0.577, -0.620, -0.627, -0.646, -0.626, -0.634, -0.601], "total_energy_ha": -840.75020, "lumo_energy_ev": -0.75, "e_above_lowest_kcal_mol": 81.5, "orbital_gap_ev": 9.39, "smiles": "O.O.O.O.O.O.O.O.O.O.O"}

=====

{"formula": "C4H12NSe", "method": "the ωB97M-V functional and the def2-TZVPD basis", "elements": ["C", "C", "C", "C", "N", "Se", "H", "H", "H", "H", "H", "H", "H", "H", "H", "H", "H", "H"], "coordinates": [[2.27, -0.30, 0.61], [1.11, 1.67, -0.45], [-3.16, -1.21, -0.33], [-0.21, -0.40, -0.03], [0.95, 0.48, 0.47], [-1.99, 0.30, 0.32], [2.47, -0.51, -0.42], [2.82, 0.32, 1.29], [1.99, -1.23, 1.17], [1.74, 1.55, -1.34], [0.25, 1.86, -0.94], [1.69, 2.40, 0.05], [-4.03, -0.64, 0.00], [-3.39, -1.33, -1.37], [-3.04, -2.10, 0.22], [-0.13, -1.37, 0.40], [-0.16, -0.40, -1.12], [0.81, 0.91, 1.47]], "mulliken_charge": [-0.874, -0.964, -0.936, -0.789, -0.159, 0.139, 0.407, 0.374, 0.350, 0.354, 0.430, 0.426, 0.250, 0.377, 0.351, 0.401, 0.428, 0.437], "total_energy_ha": -2615.46408, "total_charge": 1, "lumo_energy_ev": -3.35, "e_above_lowest_kcal_mol": 0.0, "orbital_gap_ev": 9.21, "smiles": "C[Se]C[NH+](C)C"}